ORCA calculation (ωB97M-V with the def2-TZVPD basis set) on C11H25N2O5P2Pm as an isolated structure in a non-equilibrium geometry.

Geometry as XYZ:
```
46
Properties=species:S:1:pos:R:3:forces:R:3
C 2.263128 -1.719559 -2.325347 -0.308 0.061 0.073
C 1.656979 -1.168369 -1.201726 -0.264 0.088 0.581
N 0.331939 -0.931555 -1.201254 0.328 0.196 -0.276
C -0.442714 -1.131787 -2.278234 -0.586 -0.024 0.479
C 0.093470 -1.665644 -3.442109 0.178 0.166 0.238
C 1.460152 -1.960465 -3.443069 0.182 -0.166 -0.333
C 2.485755 -0.779446 0.058523 0.950 -0.576 -0.702
P 1.666456 -0.820703 1.648137 -2.596 0.585 0.086
Pm -0.592962 0.236824 0.783928 0.291 0.437 0.291
P -2.500131 0.508429 -1.119592 1.646 0.532 2.776
C -1.975772 -0.864843 -2.133578 0.210 -0.486 -1.202
O 3.696745 2.060488 0.193687 -0.030 0.425 -0.216
O 1.544376 3.233033 1.340936 -0.419 -0.203 0.422
H 3.327467 -1.946444 -2.280366 -0.282 0.027 -0.292
H -0.567491 -1.836254 -4.291633 0.403 -0.031 0.105
H 1.912634 -2.388476 -4.341929 -0.150 0.126 0.302
C 1.341110 -2.471575 2.301040 1.182 0.066 -0.043
C 2.377982 0.295367 2.861691 1.155 -0.195 -0.119
H -2.431572 -0.635486 -3.097586 0.233 -0.838 -0.570
H -2.445209 -1.757903 -1.679220 0.179 0.332 -0.272
H 2.908389 0.259382 -0.048987 -0.234 -0.859 0.067
H 3.290480 -1.503233 0.215510 0.538 0.156 -0.885
C -4.111716 0.228460 -0.362908 -0.543 -0.185 -0.841
C -2.373274 2.124110 -1.916269 -0.592 -0.537 -0.645
H 0.930707 2.608473 0.801664 0.304 0.407 -0.229
H 1.115756 3.326839 2.203682 0.182 0.179 -0.197
H 3.054319 2.599102 0.715656 0.193 -0.190 -0.278
H 3.679032 2.457635 -0.691316 0.018 -0.108 0.406
H -1.420171 -1.491912 1.041944 -0.495 -1.878 -0.564
H 0.301853 1.763022 -0.027216 0.952 1.699 -1.034
H 2.370207 -2.768326 2.548140 -0.507 -1.115 0.404
H 0.667289 -2.396381 3.177565 0.518 -0.078 -0.537
H 0.864752 -3.077302 1.506161 0.362 0.293 0.529
H 3.365851 -0.175906 2.997426 0.052 0.977 0.867
H 2.443826 1.333529 2.441488 0.080 -1.085 0.363
H 1.750033 0.297494 3.776598 0.527 -0.161 -0.521
H -3.162469 2.028773 -2.679078 0.402 1.174 -0.264
H -2.559627 2.918851 -1.160297 0.019 -0.591 -0.650
H -1.340965 2.221697 -2.318964 -0.841 0.018 0.128
H -4.772780 0.283182 -1.242746 -0.776 -0.194 0.818
H -4.123109 -0.765873 0.144625 0.035 0.785 -0.500
H -4.328243 1.019182 0.387941 0.163 -0.473 -0.657
O -3.668864 -0.373284 3.309662 0.468 1.232 0.096
N -2.983505 0.612607 3.083273 -0.083 0.320 -0.136
O -3.060757 1.732609 3.601065 -0.237 -1.590 -0.328
O -2.039353 0.481642 2.143081 -2.808 1.282 3.262
```
Forces are in eV/Å.

Values from the calculation:
- spin multiplicity = 5
- energy (eV) = -60154.4970
- charge = 0
- lowest unoccupied orbital energy (alpha / beta) (eV) = 0.13 / 0.13

Here are the Löwdin charges for atoms 1 to 4, given in e: -0.015, -0.279, -0.018, -0.288



ORCA calculation (ωB97M-V with the def2-TZVPD basis set) on C11H25N5O8V as an isolated structure in a non-equilibrium geometry.

Geometry as XYZ:
```
50
Properties=species:S:1:pos:R:3:forces:R:3
O 0.992358 -0.153962 -5.218887 -1.162 0.434 0.762
H 0.029692 -0.018405 -5.019718 1.122 -0.265 -0.314
V -0.865258 0.518181 -1.275901 4.414 -2.086 0.912
N -0.560733 1.916220 0.074696 0.752 2.248 1.566
N 1.117225 1.016813 -1.727834 1.005 -0.175 -0.624
N -1.857703 -0.427300 0.081725 -0.988 -3.654 -0.108
N -0.328376 -1.375855 -1.756899 -1.282 -2.411 1.424
O -1.311268 2.307389 1.076854 0.548 -0.771 -1.139
O -2.661354 0.113749 1.033624 0.539 0.626 0.182
O 0.780454 -1.785401 -2.379167 0.234 0.485 0.289
O 2.054239 0.322131 -2.324507 -1.182 1.502 1.030
C 1.513644 2.118525 -1.045582 0.189 -0.134 0.128
C 0.616150 2.583725 -0.046016 -0.307 -0.594 -0.148
C -1.834566 -1.765123 -0.007105 -0.404 2.836 0.956
C -0.990824 -2.305197 -1.038456 1.782 1.370 -1.420
C 0.884103 3.614787 0.982688 0.618 0.551 -0.104
H 0.926714 3.160357 1.979472 -0.068 0.026 -0.189
H 0.076571 4.350204 0.999715 0.013 -0.100 0.039
H 1.822857 4.136817 0.786342 -0.126 -0.085 0.094
C 2.896916 2.622784 -1.249886 0.357 0.483 0.158
H 3.159856 2.680163 -2.314345 -0.204 -0.208 0.243
H 3.625182 1.955665 -0.764987 -0.193 0.099 -0.167
H 3.012193 3.622473 -0.820418 0.002 -0.221 -0.068
C -2.460892 -2.568587 1.066344 -0.403 -0.601 -0.037
C -0.638155 -3.746760 -1.099829 0.026 -0.251 -0.067
H -3.284083 -2.008758 1.525965 0.270 -0.261 -0.139
H -1.701434 -2.779217 1.839578 -0.232 0.119 -0.279
H -2.828722 -3.518357 0.656210 0.047 0.188 0.240
H -0.015459 -3.950143 -1.970753 -0.083 0.084 0.101
H -1.544530 -4.353387 -1.162522 0.052 0.001 0.030
H -0.092310 -4.061677 -0.202015 -0.062 0.086 -0.058
H -2.237155 1.044176 1.120019 -0.527 -0.497 0.247
H 1.426744 -0.915421 -2.338181 -0.813 -0.978 -1.141
C -2.378876 1.353248 -1.815081 -3.805 1.825 -1.448
H -2.442238 2.377106 -1.409563 -0.173 -0.250 -0.424
H -3.295593 0.797140 -1.565153 0.073 0.310 -0.264
H -2.260300 1.379252 -2.913094 -0.024 0.115 -0.061
O -4.135508 3.394972 1.310733 0.524 -0.731 -0.009
H -4.596985 2.554835 1.161914 0.013 0.367 0.029
H -3.199818 3.107712 1.345938 -0.514 0.393 -0.079
N 2.640688 -2.226582 3.353419 1.504 -0.255 0.479
C 2.761294 -1.544995 2.045830 -0.317 0.254 -0.445
C 1.302484 -1.259392 1.653153 -1.635 0.775 -1.226
O 0.439150 -1.790053 2.424060 0.843 0.224 -0.273
O 1.114753 -0.560825 0.631246 0.534 -0.759 1.214
H 1.587747 -2.302167 3.484265 -0.495 0.149 -0.418
H 3.094621 -1.674646 4.079089 -0.216 -0.175 0.143
H 3.095139 -3.136111 3.319356 -0.178 -0.053 0.241
H 3.329868 -0.620132 2.128726 -0.032 -0.128 0.022
H 3.221511 -2.199978 1.304938 -0.034 0.095 0.121
```
Forces are in eV/Å.

Values from the calculation:
- spin multiplicity = 4
- energy (eV) = -61319.3533
- charge = 0
- lowest unoccupied orbital energy (alpha / beta) (eV) = -1.96 / -2.22
- energy relative to the best compared isomer or geometry (same formula, charge and spin) (kcal/mol) = 113.14

Here are the natural (NBO) charges for atoms 1 to 4, given in e: -1.031, 0.383, 1.225, -0.089



ORCA calculation (ωB97M-V with the def2-TZVPD basis set) on C11H26ClI2N2P2Tl as an isolated structure in a non-equilibrium geometry.

Geometry as XYZ:
```
45
Properties=species:S:1:pos:R:3:forces:R:3
I 0.426872 3.624509 -1.702515 1.900 -0.954 0.082
I 3.019372 1.805645 -1.600723 -1.601 1.234 -0.375
Tl 0.719905 0.183052 -0.556064 -1.958 0.354 1.703
P 1.256036 0.939952 1.980892 1.227 -0.234 0.853
C 2.780777 0.073026 2.489371 -0.072 -0.079 -0.337
C 1.756654 2.696660 2.081561 -0.457 -0.008 -1.064
H 2.167984 2.876223 3.081480 -0.088 -0.103 -0.185
H 0.588999 1.058223 4.312044 0.123 -0.037 -0.406
H 0.878254 3.324878 1.894161 0.135 -0.080 0.233
H -0.787473 1.317792 3.157175 0.325 -0.111 0.242
H 3.567854 0.289918 1.749607 -0.131 -0.050 0.390
H 2.494657 2.937571 1.301712 -0.076 -0.127 0.421
C 0.110752 0.724529 3.379576 -0.937 -0.264 -0.678
H 3.064666 0.450818 3.487655 -0.007 -0.203 -0.427
H -0.210316 -0.320943 3.467582 0.163 0.254 -0.069
H 2.614085 -1.012592 2.521036 0.062 0.344 0.042
P -1.356199 -0.389868 -2.188925 0.089 -0.354 -1.450
C -0.882487 -1.731594 -3.337781 0.202 0.035 0.317
C -3.039043 -0.827666 -1.638079 0.351 -0.023 1.098
H -2.077745 1.853297 -2.751026 -0.126 -0.279 -0.155
H -2.307171 0.691545 -4.122066 0.119 0.025 0.185
H -0.688612 1.402094 -3.724614 -0.303 -0.313 -0.076
C -1.638675 1.024780 -3.320234 0.599 0.394 0.680
H -3.379207 -0.063460 -0.931378 -0.054 -0.094 -0.194
H -3.692810 -0.875622 -2.518668 0.327 0.109 0.035
H -1.642954 -1.762936 -4.131789 0.288 -0.088 0.165
H -0.833084 -2.704885 -2.826137 -0.058 0.300 -0.180
H -3.066413 -1.795226 -1.116442 0.067 0.254 -0.195
H 0.109435 -1.508447 -3.752539 -0.311 -0.104 -0.067
Cl -1.432215 1.442442 0.548404 0.059 0.058 -0.412
C -1.653960 -5.442092 -0.086433 -0.276 -0.298 -0.366
C -0.949809 -4.471450 0.779711 0.493 0.392 1.042
C -0.369276 -4.648672 2.028150 -0.102 0.221 -0.373
C 0.152802 -3.395411 2.413110 -0.426 0.213 -1.171
N -0.083691 -2.480489 1.447469 0.284 -0.096 0.617
N -0.758761 -3.158519 0.496073 -0.254 -0.146 -0.797
C 0.867559 -3.058853 3.667443 0.221 -0.347 0.380
H -0.985389 -6.274623 -0.346475 -0.187 0.261 0.003
H -2.514037 -5.876188 0.444422 0.222 0.189 -0.223
H -2.011528 -4.977326 -1.018182 0.074 -0.186 0.271
H -0.332217 -5.572520 2.580934 -0.001 0.025 0.039
H -1.081087 -2.665596 -0.334364 0.154 -0.420 0.572
H 0.270417 -3.349960 4.543828 0.162 0.140 -0.248
H 1.814821 -3.617143 3.731584 -0.251 0.237 0.003
H 1.075846 -1.993635 3.724607 0.035 -0.042 0.073
```
Forces are in eV/Å.

Values from the calculation:
- energy (eV) = -66788.2786
- charge = +2
- lowest unoccupied orbital energy (alpha / beta) (eV) = -9.99 / -10.10

Here are the Löwdin charges for atoms 1 to 4, given in e: 0.460, 0.409, 0.225, 0.682



ORCA calculation (ωB97M-V with the def2-TZVPD basis set) on C11H26F6O11SV as an isolated structure in a non-equilibrium geometry.

Geometry as XYZ:
```
56
Properties=species:S:1:pos:R:3:forces:R:3
O -0.107776 0.315825 -0.559190 0.059 -2.361 -1.061
V -0.275414 -1.128237 -1.182255 0.283 3.524 1.313
C 1.828304 -1.916263 1.231804 -2.204 1.293 -0.735
O 2.179715 -0.537822 1.259392 1.797 -0.156 -1.116
O 1.147039 -2.286428 0.069734 0.177 0.444 -0.630
C 2.969948 -2.810992 1.812586 0.826 0.305 0.532
F 4.108167 -3.017334 1.101441 -0.760 -0.082 -0.869
F 3.430700 -2.229572 2.926974 -0.015 1.162 0.585
F 2.552061 -3.983702 2.262058 -0.782 -0.965 -0.813
C 3.310159 -0.116407 0.439553 -1.277 0.571 1.089
C 3.426891 1.366603 0.641281 0.921 0.310 0.163
H 4.377636 1.637403 0.182087 -0.050 0.390 -0.398
H 2.605747 1.924527 0.191252 0.027 -0.012 0.147
H 3.586192 1.635110 1.685616 -0.463 -0.084 0.113
H 3.118845 -0.221433 -0.628378 0.018 -0.815 -0.091
H 4.235328 -0.583691 0.776894 -0.116 -0.354 -0.273
H 1.103544 -1.835389 2.041927 -0.041 -0.936 0.487
C -1.926861 0.871604 -3.611196 1.895 -1.627 1.439
O -1.096517 1.836495 -2.965061 0.607 1.279 -1.292
O -1.790268 -0.324170 -2.815548 -0.796 0.982 -0.935
C -3.343736 1.562720 -3.916102 1.770 -1.369 0.677
F -4.068942 0.855763 -4.826864 0.256 0.416 0.729
F -4.000540 1.724878 -2.792847 -1.240 -0.299 0.735
F -3.164305 2.793317 -4.402003 0.205 0.141 -0.691
C -0.120081 2.527967 -3.797492 0.313 0.015 0.498
C 0.720417 3.387050 -2.893671 -0.447 -0.085 1.011
H 1.202843 2.728337 -2.171548 -0.139 0.098 0.346
H 1.533893 3.938422 -3.365203 -0.357 0.101 -0.389
H 0.005872 4.040453 -2.393070 0.478 0.327 0.325
H -0.517951 3.182260 -4.573184 -0.631 -0.376 -0.124
H 0.643820 1.888799 -4.240241 -0.540 -0.964 -0.504
H -1.500269 0.695810 -4.598725 -0.058 -0.138 -0.474
O -0.619876 -3.047996 -2.280965 0.126 -0.066 0.172
H -0.484089 -3.084105 -3.227794 0.053 0.263 -0.343
H -1.294006 -3.705668 -2.109956 -0.251 -0.127 0.272
O -1.914234 -1.518538 0.199229 0.311 -0.750 -0.468
H -1.883259 -2.328451 0.708480 0.408 -0.355 0.441
H -2.733202 -1.099732 0.464038 -0.064 0.610 -0.334
O 1.180152 -0.769476 -2.761600 0.111 -0.432 0.117
H 2.103176 -0.575924 -2.597934 0.328 -0.091 0.493
H 1.057093 -0.582499 -3.692264 -0.654 0.153 -0.197
O -1.107467 -2.820256 3.359403 -0.218 1.896 0.744
S -1.181161 -1.579885 4.127528 0.299 0.115 1.158
O -0.139635 -1.245764 5.122022 -1.926 -0.369 -2.417
O -1.404746 -0.371213 2.982260 0.306 -2.352 1.241
C -1.110683 0.969351 3.343333 1.395 1.223 -0.165
C -0.593667 1.709960 2.099067 -1.268 0.041 -0.465
C -2.821472 -1.509426 5.018367 0.907 -0.243 -1.803
H -0.291406 0.998246 4.061699 -0.170 -0.260 0.303
H -1.997008 1.423274 3.786599 -0.053 0.127 -0.105
H 0.220465 1.211039 1.573362 0.133 -0.027 0.542
H -0.380949 2.763969 2.277766 0.383 -0.131 0.528
H -1.391875 1.788373 1.360952 -0.191 -0.277 -0.146
H -3.519077 -1.483927 4.181235 -0.162 0.398 0.099
H -2.838102 -0.597977 5.615923 -0.056 -0.366 0.091
H -3.029436 -2.465277 5.499228 0.540 0.283 0.448
```
Forces are in eV/Å.

Values from the calculation:
- spin multiplicity = 2
- energy (eV) = -87177.6319
- charge = 0
- lowest unoccupied orbital energy (alpha / beta) (eV) = -0.42 / -0.39

Here are the natural (NBO) charges for atoms 1 to 4, given in e: -0.421, 1.570, 0.318, -0.546